# 1
A structure of composition C3H11N2S in a non-equilibrium geometry, computed with the ωB97M-V functional and the def2-TZVPD basis.

Calculated total energy (Ha): -628.123561
Frontier orbital gap (alpha / beta) (Eh): 0.2787 / 0.2626
E_LUMO (alpha / beta) (Ha): -0.1095 / -0.2640
Energy relative to the best compared isomer or geometry (same formula, charge and spin) (kJ/mol): 138.24
Strongest force on any atom (eV Å⁻¹): 5.6
Spin multiplicity: 3
Charge: +1

```
17
Properties=species:S:1:pos:R:3:forces:R:3
C -1.700 -0.014 0.793 1.17 -1.42 1.43
C -1.292 -0.560 -0.555 -1.33 -0.20 0.09
C 0.943 0.536 -0.283 -3.29 0.61 -4.52
N 2.004 -0.302 1.092 1.80 -0.35 2.86
N 0.175 -0.792 -0.593 -0.59 1.77 4.77
S 1.764 1.104 -1.710 0.45 -0.79 0.41
H -2.727 0.220 0.885 -1.04 0.48 -0.35
H -1.561 -0.804 1.579 0.06 0.47 -0.61
H -1.084 0.818 1.124 -0.43 0.17 -0.03
H -1.555 0.128 -1.355 0.16 0.02 -0.13
H -1.835 -1.511 -0.732 0.54 0.41 -0.08
H 0.311 1.307 0.173 0.47 -0.72 0.01
H 1.703 0.272 1.883 0.52 -0.49 0.42
H 2.967 -0.095 0.873 0.68 -0.35 0.40
H 0.405 -1.036 -1.496 1.11 -1.43 -2.30
H 0.416 -1.475 0.228 -0.04 1.06 -2.25
H 1.066 2.205 -1.906 -0.24 0.77 -0.11
```
Forces are in eV/Å.

Mulliken population analysis, charges in e, atoms 1 to 6:
1. C -1.052
2. C -0.390
3. C -0.279
4. N -0.483
5. N -0.124
6. S -0.110

=====

# 2
A cluster of 2 separate species, C3H11N2S in total in a non-equilibrium geometry, computed with the ωB97M-V functional and the def2-TZVPD basis.

Calculated total energy (Ha): -627.854584
Frontier orbital gap (alpha / beta) (Eh): 0.4099 / 0.2424
E_LUMO (alpha / beta) (Ha): -0.3003 / -0.4677
Energy relative to the best compared isomer or geometry (same formula, charge and spin) (kJ/mol): 176.97
Strongest force on any atom (eV Å⁻¹): 3.0
Spin multiplicity: 2
Charge: +2

```
17
Properties=species:S:1:pos:R:3:forces:R:3
C -3.764 -0.363 0.478 -2.51 0.36 1.63
C -2.480 -0.307 -0.195 2.26 -0.11 -0.08
S -0.965 0.053 0.965 -1.16 -0.69 -0.10
H -3.815 -1.120 1.268 0.16 -0.03 -0.24
H -4.203 0.553 0.918 0.69 -0.16 -0.41
H -4.485 -0.678 -0.282 0.05 -0.07 -0.11
H -2.301 0.512 -0.899 -0.39 -0.34 -0.21
H -2.223 -1.329 -0.515 0.12 0.62 -0.47
H -0.698 -1.273 1.155 -0.01 0.33 0.26
N 1.973 0.148 -0.546 -1.07 0.47 0.65
C 3.121 0.502 -0.035 1.37 -1.08 0.54
N 4.185 0.942 -0.715 0.15 0.01 0.69
H 1.510 0.646 -1.302 0.77 -0.36 -0.63
H 1.298 -0.195 0.145 0.73 0.07 -0.52
H 3.260 0.229 1.029 -0.22 0.79 -0.31
H 4.898 1.371 -0.130 -0.12 -0.08 0.23
H 4.687 0.309 -1.339 -0.82 0.28 -0.91
```
Forces are in eV/Å.

Mulliken population analysis, charges in e, atoms 1 to 6:
1. C -1.043
2. C -0.294
3. S 0.145
4. H 0.358
5. H 0.369
6. H 0.334